Entry 1:
DFT (wB97M-V/def2-TZVPD) results for 13 unconnected molecules or ions with the total composition C39H104O39S13 at a distorted geometry.

ΔE to the lowest compared entry with this formula, charge and spin ... 619.22 kJ/mol
M ... 1614.1 g/mol
Orbital gap ... 10.1207 eV
LUMO ... -0.261 eV
DFT total energy ... -262829.2214 eV

Each atom is followed by the atoms it is bonded to, with distances in Å.
Positions of all 195 atoms, in Å:
1 O 6.72565 -1.98246 1.97266  S2 1.460
2 S 5.40213 -2.42130 1.54121  O1 1.460, O3 1.466, O4 1.761, C7 1.878
3 O 5.10809 -3.85294 1.42366  S2 1.466
4 O 4.10774 -1.71396 2.50298  S2 1.761, C5 1.438
5 C 4.54107 -0.52588 3.18847  O4 1.438, C6 1.590, H8 1.090, H9 1.090
6 C 3.42282 -0.07194 4.22407  C5 1.590, H10 1.090, H11 1.090, H12 1.090
7 C 5.06357 -1.49363 -0.05660  S2 1.878, H13 1.090, H14 1.090, H15 1.090
8 H 4.70253 0.27080 2.46229  C5 1.090
9 H 5.49667 -0.64815 3.69835  C5 1.090
10 H 2.96774 -0.91964 4.73632  C6 1.090
11 H 2.56789 0.48382 3.83892  C6 1.090
12 H 3.90228 0.57634 4.95753  C6 1.090
13 H 4.89308 -0.47219 0.28350  C7 1.090
14 H 4.19486 -1.96085 -0.52044  C7 1.090
15 H 5.96604 -1.53139 -0.66669  C7 1.090
16 O 2.03637 -7.19394 2.87304  S17 1.438
17 S 0.95064 -6.40408 2.35934  O16 1.438, O18 1.479, O19 1.677, C22 1.889
18 O -0.38227 -7.01798 2.17797  S17 1.479
19 O 0.74533 -4.93553 3.14294  S17 1.677, C20 1.468
20 C 1.96579 -4.46043 3.80507  O19 1.468, C21 1.531, H23 1.090, H24 1.090
21 C 1.60002 -3.66534 5.06090  C20 1.531, H25 1.090, H26 1.090, H27 1.090
22 C 1.62939 -5.66222 0.76014  S17 1.889, H28 1.090, H29 1.090, H30 1.090
23 H 2.53580 -3.84874 3.10578  C20 1.090
24 H 2.68330 -5.22220 4.11001  C20 1.090
25 H 1.05003 -2.76553 4.78526  C21 1.090
26 H 2.49363 -3.43258 5.64004  C21 1.090
27 H 0.92575 -4.32323 5.60920  C21 1.090
28 H 2.52727 -5.08887 0.99075  C22 1.090
29 H 0.76793 -5.12179 0.36779  C22 1.090
30 H 1.90199 -6.40881 0.01423  C22 1.090
31 O -5.17662 3.86258 -9.39404  S32 1.486
32 S -5.75024 4.16316 -8.05607  O31 1.486, O33 1.446, O34 1.712, C37 1.884
33 O -7.15781 4.11871 -7.72867  S32 1.446
34 O -4.81713 3.34447 -6.87749  S32 1.712, C35 1.458
35 C -5.40773 3.25392 -5.54753  O34 1.458, C36 1.577, H38 1.090, H39 1.090
36 C -4.31085 3.06154 -4.43058  C35 1.577, H40 1.090, H41 1.090, H42 1.090
37 C -5.15634 5.89160 -7.59937  S32 1.884, H43 1.090, H44 1.090, H45 1.090
38 H -6.16849 2.47340 -5.55940  C35 1.090
39 H -5.89078 4.20094 -5.30687  C35 1.090
40 H -4.80815 3.14918 -3.46461  C36 1.090
41 H -3.64481 3.92223 -4.49129  C36 1.090
42 H -3.83539 2.09197 -4.57887  C36 1.090
43 H -4.08450 5.83769 -7.40870  C37 1.090
44 H -5.70930 6.17130 -6.70265  C37 1.090
45 H -5.43706 6.61276 -8.36698  C37 1.090
46 O -4.79773 -3.04928 2.46353  S47 1.475
47 S -4.32617 -4.44459 2.53490  O46 1.475, O48 1.443, O49 1.662, C52 1.831
48 O -5.19322 -5.34212 3.25982  S47 1.443
49 O -4.13843 -5.06094 1.00261  S47 1.662, C50 1.393
50 C -3.90017 -6.39861 0.69653  O49 1.393, C51 1.540, H53 1.090, H54 1.090
51 C -2.94692 -6.57175 -0.50074  C50 1.540, H55 1.090, H56 1.090, H57 1.090
52 C -2.60112 -4.63910 3.11573  S47 1.831, H58 1.090, H59 1.090, H60 1.090
53 H -4.77660 -6.98435 0.41925  C50 1.090
54 H -3.51709 -6.86931 1.60195  C50 1.090
55 H -2.07420 -6.05194 -0.10544  C51 1.090
56 H -3.28564 -6.20051 -1.46798  C51 1.090
57 H -2.66453 -7.60865 -0.68296  C51 1.090
58 H -2.42721 -3.98798 3.97241  C52 1.090
59 H -1.95183 -4.39324 2.27545  C52 1.090
60 H -2.42084 -5.66206 3.44612  C52 1.090
61 O -2.02109 -2.38333 5.55379  S62 1.437
62 S -2.34967 -0.98776 5.65178  O61 1.437, O63 1.448, O64 1.692, C67 1.817
63 O -2.70418 -0.38031 6.91792  S62 1.448
64 O -1.16403 -0.07296 4.86405  S62 1.692, C65 1.364
65 C -1.19105 1.28352 5.00617  O64 1.364, C66 1.512, H68 1.090, H69 1.090
66 C 0.19807 1.72463 4.60560  C65 1.512, H70 1.090, H71 1.090, H72 1.090
67 C -3.73833 -0.80362 4.49487  S62 1.817, H73 1.090, H74 1.090, H75 1.090
68 H -1.42452 1.56637 6.03262  C65 1.090
69 H -1.92700 1.78077 4.37435  C65 1.090
70 H 0.24082 2.80092 4.77253  C66 1.090
71 H 0.49127 1.47154 3.58674  C66 1.090
72 H 1.02020 1.34132 5.20998  C66 1.090
73 H -3.35522 -1.00782 3.49506  C67 1.090
74 H -4.09809 0.22313 4.56186  C67 1.090
75 H -4.53874 -1.51933 4.68253  C67 1.090
76 O -1.17562 -1.82478 2.33284  S77 1.438
77 S -0.65274 -2.01685 1.00677  O76 1.438, O78 1.478, O79 1.646, C82 1.815
78 O -1.02881 -3.12952 0.10899  S77 1.478
79 O -0.82544 -0.63528 0.12878  S77 1.646, C80 1.409
80 C -0.76088 0.55343 0.88274  O79 1.409, C81 1.547, H83 1.090, H84 1.090
81 C -2.12724 1.16697 1.27044  C80 1.547, H85 1.090, H86 1.090, H87 1.090
82 C 1.14534 -1.95101 1.24688  S77 1.815, H88 1.090, H89 1.090, H90 1.090
83 H -0.24279 1.32802 0.31734  C80 1.090
84 H -0.18992 0.45614 1.80613  C80 1.090
85 H -2.10378 2.20127 1.61360  C81 1.090
86 H -2.59840 0.57996 2.05881  C81 1.090
87 H -2.79925 1.00312 0.42802  C81 1.090
88 H 1.46279 -1.09136 1.83708  C82 1.090
89 H 1.65552 -2.06206 0.29007  C82 1.090
90 H 1.27422 -2.83403 1.87279  C82 1.090
91 O 3.42070 1.19686 -5.47222  S92 1.479
92 S 4.89305 1.07012 -5.53237  O91 1.479, O93 1.475, O94 1.604, C97 1.855
93 O 5.77302 2.09127 -4.93311  S92 1.475
94 O 5.29638 -0.31687 -4.83425  S92 1.604, C95 1.419
95 C 4.36264 -1.38017 -4.94416  O94 1.419, C96 1.469, H98 1.090, H99 1.090
96 C 3.52651 -1.39773 -3.73590  C95 1.469, H100 1.090, H101 1.090, H102 1.090
97 C 5.47935 0.65305 -7.24179  S92 1.855, H103 1.090, H104 1.090, H105 1.090
98 H 4.98999 -2.27010 -4.89359  C95 1.090
99 H 3.80178 -1.47262 -5.87419  C95 1.090
100 H 3.27841 -2.44694 -3.57549  C96 1.090
101 H 2.66571 -0.73924 -3.85209  C96 1.090
102 H 4.00741 -1.14533 -2.79083  C96 1.090
103 H 5.53823 1.60187 -7.77506  C97 1.090
104 H 4.75512 -0.01885 -7.70238  C97 1.090
105 H 6.48457 0.25648 -7.09921  C97 1.090
106 O 0.02051 6.54590 1.97813  S107 1.439
107 S -0.44967 5.57839 1.02184  O106 1.439, O108 1.464, O109 1.682, C112 1.849
108 O -0.63246 4.17847 1.40752  S107 1.464
109 O -1.86099 6.13037 0.29143  S107 1.682, C110 1.448
110 C -2.50548 5.18398 -0.59547  O109 1.448, C111 1.534, H113 1.090, H114 1.090
111 C -3.56797 5.94138 -1.40140  C110 1.534, H115 1.090, H116 1.090, H117 1.090
112 C 0.71354 5.70710 -0.40934  S107 1.849, H118 1.090, H119 1.090, H120 1.090
113 H -2.92161 4.43150 0.07437  C110 1.090
114 H -1.79943 4.67276 -1.24988  C110 1.090
115 H -3.18683 5.93027 -2.42253  C111 1.090
116 H -3.97130 6.84441 -0.94319  C111 1.090
117 H -4.35861 5.21918 -1.60493  C111 1.090
118 H 0.29080 5.09482 -1.20590  C112 1.090
119 H 1.71533 5.45465 -0.06181  C112 1.090
120 H 0.65014 6.76905 -0.64669  C112 1.090
121 O 6.97506 2.33331 3.22286  S122 1.456
122 S 6.58079 2.46832 1.82806  O121 1.456, O123 1.444, O124 1.650, C127 1.849
123 O 6.95744 1.42785 0.90050  S122 1.444
124 O 4.96968 2.81274 1.73144  S122 1.650, C125 1.449
125 C 4.24975 3.35462 2.86567  O124 1.449, C126 1.509, H128 1.090, H129 1.090
126 C 2.89834 3.81278 2.37638  C125 1.509, H130 1.090, H131 1.090, H132 1.090
127 C 7.22654 4.13134 1.34020  S122 1.849, H133 1.090, H134 1.090, H135 1.090
128 H 4.69124 4.23743 3.32808  C125 1.090
129 H 4.07074 2.65886 3.68542  C125 1.090
130 H 2.81817 4.42195 1.47605  C126 1.090
131 H 2.41011 4.35748 3.18449  C126 1.090
132 H 2.19718 3.02823 2.09187  C126 1.090
133 H 8.22921 3.98549 0.93837  C127 1.090
134 H 7.05696 4.70012 2.25444  C127 1.090
135 H 6.57880 4.46146 0.52807  C127 1.090
136 O 1.53312 2.98968 -0.29277  S137 1.469
137 S 2.36717 1.82786 -0.62951  O136 1.469, O138 1.472, O139 1.676, C142 1.900
138 O 2.79121 0.82247 0.35854  S137 1.472
139 O 1.69974 0.98198 -1.91337  S137 1.676, C140 1.393
140 C 1.05257 1.75296 -2.87593  O139 1.393, C141 1.552, H143 1.090, H144 1.090
141 C -0.35344 1.17494 -3.19069  C140 1.552, H145 1.090, H146 1.090, H147 1.090
142 C 3.96257 2.44024 -1.46082  S137 1.900, H148 1.090, H149 1.090, H150 1.090
143 H 1.66694 1.92780 -3.75916  C140 1.090
144 H 0.99339 2.80559 -2.59918  C140 1.090
145 H -0.93942 0.68962 -2.41019  C141 1.090
146 H -0.17219 0.36745 -3.90007  C141 1.090
147 H -0.86669 2.01037 -3.66685  C141 1.090
148 H 3.68442 2.96084 -2.37718  C142 1.090
149 H 4.62655 1.59605 -1.64674  C142 1.090
150 H 4.37358 3.16032 -0.75326  C142 1.090
151 O -5.11448 3.39737 1.24345  S152 1.460
152 S -5.30289 3.02239 2.64201  O151 1.460, O153 1.455, O154 1.695, C157 1.922
153 O -5.59880 1.64901 3.02216  S152 1.455
154 O -3.97313 3.44702 3.60332  S152 1.695, C155 1.462
155 C -3.28450 4.72335 3.41682  O154 1.462, C156 1.488, H158 1.090, H159 1.090
156 C -3.34917 5.54462 4.65587  C155 1.488, H160 1.090, H161 1.090, H162 1.090
157 C -6.47038 4.29620 3.48361  S152 1.922, H163 1.090, H164 1.090, H165 1.090
158 H -3.71595 5.26801 2.57701  C155 1.090
159 H -2.26832 4.42005 3.16485  C155 1.090
160 H -4.30917 6.00590 4.88762  C156 1.090
161 H -2.69292 6.41486 4.64480  C156 1.090
162 H -3.03542 4.91447 5.48808  C156 1.090
163 H -7.47371 4.01862 3.16053  C157 1.090
164 H -6.16940 5.29570 3.16978  C157 1.090
165 H -6.32138 4.34110 4.56245  C157 1.090
166 O -4.80446 0.69204 -1.35070  S167 1.469
167 S -5.87844 -0.30825 -1.28673  O166 1.469, O168 1.470, O169 1.678, C172 1.840
168 O -7.23096 -0.14122 -1.83789  S167 1.470
169 O -5.22240 -1.77423 -1.77435  S167 1.678, C170 1.415
170 C -3.93869 -2.10708 -1.28042  O169 1.415, C171 1.531, H173 1.090, H174 1.090
171 C -3.42096 -3.16913 -2.25430  C170 1.531, H175 1.090, H176 1.090, H177 1.090
172 C -6.02530 -0.64763 0.51532  S167 1.840, H178 1.090, H179 1.090, H180 1.090
173 H -4.05171 -2.36516 -0.22746  C170 1.090
174 H -3.25042 -1.26615 -1.36536  C170 1.090
175 H -4.05289 -4.05440 -2.32545  C171 1.090
176 H -2.37872 -3.46892 -2.14491  C171 1.090
177 H -3.48799 -2.80428 -3.27923  C171 1.090
178 H -5.01344 -0.48298 0.88559  C172 1.090
179 H -6.26883 -1.70362 0.63235  C172 1.090
180 H -6.69295 0.02043 1.05943  C172 1.090
181 O 2.53349 -6.86543 -2.32292  S182 1.479
182 S 2.90025 -5.49546 -2.74379  O181 1.479, O183 1.453, O184 1.587, C187 1.835
183 O 2.97137 -4.39896 -1.79377  S182 1.453
184 O 4.26311 -5.52976 -3.55632  S182 1.587, C185 1.418
185 C 5.43691 -5.52713 -2.76058  O184 1.418, C186 1.565, H188 1.090, H189 1.090
186 C 6.32310 -6.75209 -3.16380  C185 1.565, H190 1.090, H191 1.090, H192 1.090
187 C 1.79747 -5.13716 -4.16626  S182 1.835, H193 1.090, H194 1.090, H195 1.090
188 H 5.12131 -5.64969 -1.72449  C185 1.090
189 H 5.97183 -4.59345 -2.93431  C185 1.090
190 H 6.82386 -6.47570 -4.09167  C186 1.090
191 H 5.72903 -7.65927 -3.27423  C186 1.090
192 H 7.12948 -6.93985 -2.45486  C186 1.090
193 H 2.16103 -4.35863 -4.83694  C187 1.090
194 H 0.90449 -4.69635 -3.72313  C187 1.090
195 H 1.40496 -6.02092 -4.66925  C187 1.090

=====

Entry 2:
DFT (wB97M-V/def2-TZVPD) results for a single C18H15NO4S molecule at a distorted geometry.

ΔE to the lowest compared entry with this formula, charge and spin ... 170.43 kJ/mol
M ... 341.4 g/mol
Orbital gap ... 7.5462 eV
LUMO ... -0.059 eV
SMILES ... C[C@]1(OC(=O)c2cccs2)C(=O)C=C2C=C3CCCN3C=C2C1=O
DFT total energy ... -39424.6694 eV

Each atom is followed by the atoms it is bonded to, with distances in Å.
Positions of all 39 atoms, in Å:
1 C -2.69420 -2.92615 1.20068  H2 1.087, H3 1.088, H4 1.087, C5 1.516
2 H -2.36522 -3.96163 1.20995  C1 1.087
3 H -2.82676 -2.58265 2.22410  C1 1.088
4 H -3.63289 -2.85571 0.65720  C1 1.087
5 C -1.64013 -2.08740 0.50461  C1 1.516, C6 1.526, C15 1.561, O29 1.448
6 C -0.25724 -2.18118 1.14258  C5 1.526, O7 1.208, C8 1.470
7 O 0.01108 -2.86205 2.10374  C6 1.208
8 C 0.69868 -1.30577 0.44821  C6 1.470, C9 1.359, C13 1.452
9 C 1.77438 -0.80243 1.10957  C8 1.359, N10 1.346, H28 1.080
10 N 2.65784 0.00084 0.48758  C9 1.346, C11 1.373, C25 1.446
11 C 2.51353 0.30296 -0.84364  N10 1.373, C12 1.347, C19 1.498
12 C 1.49631 -0.19739 -1.57189  C11 1.347, C13 1.439, H18 1.078
13 C 0.49647 -1.03448 -0.96342  C8 1.452, C12 1.439, C14 1.365
14 C -0.52235 -1.61248 -1.66386  C13 1.365, C15 1.437, H17 1.079
15 C -1.51039 -2.42852 -1.01296  C5 1.561, C14 1.437, O16 1.210
16 O -2.19520 -3.28033 -1.53164  C15 1.210
17 H -0.56487 -1.53816 -2.73904  C14 1.079
18 H 1.40611 0.04141 -2.61926  C12 1.078
19 C 3.62163 1.22673 -1.24837  C11 1.498, H20 1.088, H21 1.093, C22 1.534
20 H 4.02409 0.98406 -2.22979  C19 1.088
21 H 3.24687 2.25311 -1.28016  C19 1.093
22 C 4.64789 1.05162 -0.12182  C19 1.534, H23 1.087, H24 1.090, C25 1.531
23 H 5.23486 1.94919 0.05620  C22 1.087
24 H 5.32812 0.23500 -0.36533  C22 1.090
25 C 3.78983 0.67047 1.08802  N10 1.446, C22 1.531, H26 1.091, H27 1.097
26 H 4.30487 0.01083 1.78846  C25 1.091
27 H 3.44962 1.56099 1.63055  C25 1.097
28 H 1.93957 -1.02082 2.15401  C9 1.080
29 O -1.89992 -0.66718 0.61348  C5 1.448, C30 1.340
30 C -2.90901 -0.11588 -0.07503  O29 1.340, O31 1.203, C32 1.464
31 O -3.73903 -0.70599 -0.71509  C30 1.203
32 C -2.84826 1.34087 0.05963  C30 1.464, C33 1.368, S36 1.730
33 C -3.76623 2.26190 -0.36584  C32 1.368, C34 1.407, H39 1.075
34 C -3.36996 3.58419 -0.09436  C33 1.407, C35 1.361, H38 1.075
35 C -2.15892 3.64661 0.52421  C34 1.361, S36 1.717, H37 1.072
36 S -1.47672 2.09504 0.79553  C32 1.730, C35 1.717
37 H -1.62500 4.52086 0.84078  C35 1.072
38 H -3.95603 4.44905 -0.34780  C34 1.075
39 H -4.68343 1.98050 -0.84977  C33 1.075

=====

Question: DFT total energy of number 1 (C39H104O39S13)?
Answer: -262829.2214 eV

=====

Question: Which formula does entry 1 have?
Answer: C39H104O39S13